Entry 1:
One molecule with the formula C5H8N2S4, computed with the ωB97M-V functional and the def2-TZVPD basis.

Output
2S+1: 3
LUMO level (spin up / spin down): 0.4 / -2.7 eV
M: 224.4 g/mol
frontier orbital gap (spin up / spin down): 6.0 / 6.1 eV
strongest force on any atom: 4.6 eV Å⁻¹
energy above the lowest of the compared OMol25 structures with the same formula, charge and spin: 0.0 kcal per mole
DFT total energy: -1897.38944 hartree

Last column: Mulliken spin population.
Cartesian coordinates (Å):
1 C -0.65 0.29 -0.93  -0.06
2 C 3.31 0.42 -0.72  0.01
3 C 2.35 0.29 0.15  0.01
4 C -2.17 -0.79 0.51  0.05
5 C 1.25 1.25 0.37  -0.03
6 N -1.93 -0.25 -0.78  0.01
7 N -0.04 0.57 0.22  0.33
8 S 0.02 0.44 -2.43  0.21
9 S -1.06 0.20 1.59  1.38
10 S -3.87 -0.72 1.00  0.01
11 S -1.68 -2.64 0.45  0.06
12 H 4.00 -0.42 -0.79  0.00
13 H 3.64 1.14 -1.44  0.00
14 H 2.20 -0.45 0.81  -0.01
15 H 1.34 2.18 -0.24  0.00
16 H 1.37 1.61 1.40  0.02
17 H -2.34 -0.70 -1.62  0.00
18 H -4.21 0.48 0.79  0.00
19 H -1.52 -2.91 1.65  0.00

=====

Entry 2:
C10H14BBeClN6 as an isolated structure, computed with the ωB97M-V functional and the def2-TZVPD basis.

Output
charge: +2
LUMO level (spin up / spin down): -11.9 / -11.7 eV
M: 273.5 g/mol
frontier orbital gap (spin up / spin down): 4.1 / 4.3 eV
strongest force on any atom: 4.1 eV Å⁻¹
DFT total energy: -1217.21996 hartree

Last column: Löwdin charge in e.
Cartesian coordinates (Å):
1 C -0.14 3.01 1.11  0.03
2 N -0.13 1.79 0.52  0.02
3 N 0.18 1.98 -0.82  0.09
4 C 0.09 3.30 -1.12  0.11
5 C -0.10 3.99 0.10  0.16
6 B 0.34 0.65 -1.60  -0.45
7 N 1.39 -0.17 -0.78  0.04
8 N 1.25 -0.44 0.57  0.16
9 C 2.31 -1.24 0.87  0.03
10 C 3.04 -1.55 -0.29  0.15
11 C 2.38 -0.89 -1.33  0.08
12 Be -0.61 0.28 1.00  -0.12
13 N -0.97 -0.10 -1.44  -0.01
14 N -1.45 -0.49 -0.21  0.02
15 C -2.53 -1.26 -0.47  -0.01
16 C -2.77 -1.28 -1.84  0.02
17 C -1.75 -0.56 -2.43  0.00
18 H -3.06 -1.77 0.31  0.14
19 H -1.52 -0.31 -3.45  0.15
20 H -3.59 -1.72 -2.36  0.12
21 H 0.73 0.84 -2.72  0.15
22 H 2.47 -0.88 -2.41  0.16
23 H 0.10 3.73 -2.14  0.18
24 H 3.90 -2.18 -0.41  0.15
25 H -0.27 5.04 0.27  0.16
26 H 2.52 -1.57 1.88  0.14
27 H -0.21 3.12 2.18  0.13
28 H -0.57 -2.06 1.93  -0.04
29 C -0.05 -2.40 2.83  -0.09
30 H 0.47 -3.33 2.57  0.04
31 H 0.66 -1.65 3.21  0.01
32 H -0.83 -2.50 3.59  0.04
33 Cl -1.27 0.62 2.85  0.26

=====

Entry 3:
A 2-piece molecular cluster, C6H6ClN3 overall, computed with the ωB97M-V functional and the def2-TZVPD basis.

Output
LUMO level: -1.2 eV
M: 155.6 g/mol
frontier orbital gap: 7.3 eV
strongest force on any atom: 6.5 eV Å⁻¹
energy above the lowest of the compared OMol25 structures with the same formula, charge and spin: 102.4 kcal per mole
DFT total energy: -856.49163 hartree

Last column: Löwdin charge in e.
Cartesian coordinates (Å):
1 C 3.05 -0.06 0.69  -0.26
2 C 1.27 -0.21 -0.52  -0.37
3 C -0.11 -0.07 -2.48  -0.01
4 C 0.94 -1.56 3.03  -0.06
5 C 0.00 -0.42 -1.24  -0.17
6 C 0.69 -1.96 1.87  -0.55
7 N 3.24 0.73 -0.31  0.00
8 N 2.08 0.75 -1.03  0.04
9 N 1.88 -0.77 0.56  0.09
10 Cl -0.40 -2.92 0.99  0.75
11 H 3.88 -0.35 1.28  0.09
12 H -1.02 -0.44 -2.98  0.06
13 H 0.71 0.20 -3.22  0.09
14 H 0.39 -2.07 3.94  0.13
15 H 1.82 -0.94 3.38  0.11
16 H -0.84 -0.77 -0.75  0.04

=====

Entry 4:
One molecule with the formula C2H5N3S2, computed with the ωB97M-V functional and the def2-TZVPD basis.

Output
LUMO level: 0.5 eV
M: 135.2 g/mol
SMILES: NC(=S)N/C=N\S
frontier orbital gap: 9.3 eV
strongest force on any atom: 2.3 eV Å⁻¹
energy above the lowest of the compared OMol25 structures with the same formula, charge and spin: 37.0 kcal per mole
DFT total energy: -1039.82444 hartree

Last column: Löwdin charge in e.
Cartesian coordinates (Å):
1 C -1.24 -0.21 -0.12  -0.97
2 C 0.88 1.13 0.02  -0.30
3 H -1.27 -1.63 1.34  0.08
4 H 0.19 -0.69 1.33  0.09
5 H -0.93 1.38 -1.15  0.09
6 H 0.93 2.00 0.62  0.11
7 H 1.08 -1.09 -1.27  -0.12
8 N -0.78 -0.85 1.00  0.08
9 N -0.35 0.74 -0.65  0.01
10 N 1.97 0.50 0.17  -0.40
11 S -2.80 -0.37 -0.61  0.60
12 S 2.32 -0.92 -0.67  0.73

=====

Entry 5:
An isolated ion of composition C3H9NS2 and charge -1, computed with the ωB97M-V functional and the def2-TZVPD basis.

Output
charge: -1
2S+1: 2
LUMO level (spin up / spin down): 3.9 / 4.0 eV
M: 123.2 g/mol
frontier orbital gap (spin up / spin down): 3.6 / 7.4 eV
strongest force on any atom: 2.9 eV Å⁻¹
energy above the lowest of the compared OMol25 structures with the same formula, charge and spin: 21.6 kcal per mole
DFT total energy: -970.79997 hartree

Last column: Mulliken spin population.
Cartesian coordinates (Å):
1 N -0.38 -0.28 -2.22  0.00
2 C 0.56 0.41 -1.33  -0.01
3 C -0.13 1.51 -0.54  -0.11
4 S 0.05 1.43 1.25  0.51
5 S -1.28 -0.24 1.62  0.53
6 C 0.00 -1.28 2.37  -0.11
7 H -1.05 -0.82 -1.69  0.01
8 H 0.10 -0.81 -2.92  0.00
9 H 1.34 0.84 -1.96  0.00
10 H 1.02 -0.31 -0.62  0.00
11 H -1.19 1.49 -0.76  -0.02
12 H 0.20 2.50 -0.85  0.11
13 H 0.54 -0.71 3.13  0.01
14 H 0.66 -1.71 1.61  -0.02
15 H -0.45 -2.04 2.91  0.11

=====

Entry 6:
A 2-piece molecular cluster, C5H13NO overall, computed with the ωB97M-V functional and the def2-TZVPD basis.

Output
LUMO level: 0.9 eV
M: 103.2 g/mol
SMILES: CCC(N)=O.CC
frontier orbital gap: 10.6 eV
strongest force on any atom: 1.6 eV Å⁻¹
energy above the lowest of the compared OMol25 structures with the same formula, charge and spin: 5.5 kcal per mole
DFT total energy: -328.31005 hartree

Last column: Löwdin charge in e.
Cartesian coordinates (Å):
1 C -0.73 -2.48 -0.44  -0.17
2 C 0.18 -1.58 0.41  -0.09
3 C -1.84 -1.69 -1.11  -0.57
4 O -2.82 -1.34 -0.50  0.05
5 N -1.63 -1.38 -2.42  0.16
6 H -0.13 -3.08 -1.13  0.10
7 H -1.26 -3.18 0.19  0.11
8 H 0.60 -2.07 1.29  0.07
9 H -2.35 -0.99 -3.00  0.11
10 H -0.81 -1.73 -2.88  0.09
11 H -0.35 -0.68 0.73  0.06
12 H 1.07 -1.23 -0.14  0.08
13 C 0.81 2.19 0.81  -0.19
14 C 1.71 3.19 1.50  -0.17
15 H 1.15 1.86 -0.18  0.06
16 H 0.61 1.27 1.35  0.04
17 H -0.20 2.56 0.59  0.07
18 H 1.55 3.27 2.56  0.06
19 H 1.67 4.16 1.02  0.06
20 H 2.77 2.92 1.35  0.07

=====

The highest strongest force on any atom belongs to which entry? C6H6ClN3

=====

What is the M in the first record? 224.4 g/mol